No. 1
C3H4FN3 in the gas phase, computed with ωB97M-V/def2-TZVPD.

Values from the calculation:
Total charge: 0
HOMO-LUMO gap in eV: 9.02
M in Da: 101.08
E_HOMO in eV: -8.650
Calculated total energy in eV: -10357.1038

CARTESIAN COORDINATES (ANGSTROEM)
H  -0.9500  1.3945  0.6463
F  1.8340  1.8771  1.1995
C  -0.3429  0.8174  1.3844
H  -0.7979  0.6778  2.4218
C  0.6802  -1.5864  1.0048
N  1.1427  0.6788  1.5529
H  0.1202  0.0962  -0.4254
C  0.5612  -0.1809  0.5685
N  -0.0559  -2.0286  2.0057
N  -0.9604  -2.0939  2.6616
H  1.2045  -2.2448  0.2861


No. 2
C16H18N2O4 in the gas phase, computed with ωB97M-V/def2-TZVPD.

Values from the calculation:
Total charge: 0
HOMO-LUMO gap in eV: 8.75
M in Da: 302.33
E_HOMO in eV: -8.083
SMILES: COCCNC(=O)c1noc2c1CCc1cc(OC)ccc1-2
Calculated total energy in eV: -28052.9209

CARTESIAN COORDINATES (ANGSTROEM)
H  0.7792  -3.9648  2.8024
C  1.3832  1.3111  -4.0157
C  1.8970  2.2855  -6.1255
H  -1.0206  -1.3447  5.0504
N  -2.7170  0.2960  0.7403
O  -2.2906  -1.5694  3.1108
C  -0.7319  1.5545  -2.9115
C  1.0266  0.2509  -1.8696
H  -0.0678  0.6537  3.1097
H  1.0503  1.8371  -6.6547
C  -0.2773  0.7812  -1.8527
H  1.4625  0.6527  0.9488
H  2.8395  0.1329  -3.0043
O  1.2189  -2.1463  3.5300
C  1.8354  0.5245  -2.9505
O  -2.3710  0.6771  -0.5131
C  -0.2586  -0.6126  4.7754
H  1.8858  -0.5213  4.4619
H  0.7102  -3.8594  4.5804
C  0.9513  -0.2597  0.6177
H  -0.2050  0.1590  5.5481
H  1.6433  3.3093  -5.8328
H  -0.2886  2.4242  -4.8019
H  -0.6017  -3.1638  3.5862
H  2.5705  -0.7152  -0.7445
H  1.1091  -1.6707  -0.9955
C  0.0886  1.8210  -3.9919
H  -1.7353  1.9507  -2.8807
C  1.1213  -1.2851  4.6350
C  1.4815  -0.6668  -0.7630
C  -1.5974  -0.6493  2.7351
H  2.7635  2.3042  -6.7845
C  -1.6258  -0.0956  1.3564
C  -1.0529  0.4990  -0.6727
C  -0.5074  0.0128  0.4941
O  2.2810  1.5107  -5.0146
N  -0.6739  -0.0392  3.5202
H  1.1496  -1.0437  1.3509
C  0.4758  -3.3434  3.6428
H  1.3559  -1.8181  5.5680


No. 3
CH4N2O2 in the gas phase, computed with ωB97M-V/def2-TZVPD.

Values from the calculation:
Total charge: 0
HOMO-LUMO gap in eV: 10.11
M in Da: 76.05
E_HOMO in eV: -9.283
SMILES: O/N=C/NO
Calculated total energy in eV: -8172.7764

CARTESIAN COORDINATES (ANGSTROEM)
O  1.6740  -0.9539  -0.2114
C  -0.1418  0.4078  -0.0259
H  -0.5408  1.4612  -0.1751
N  1.2663  0.2928  0.2398
N  -0.8842  -0.6363  0.1879
H  1.6886  0.9869  -0.4410
O  -2.2859  -0.5607  -0.0537
H  -2.6752  0.4220  -0.1236
H  1.8991  -1.4199  0.6030


No. 4
2 unconnected molecules or ions with the total composition C3H9S2, computed with ωB97M-V/def2-TZVPD.

Values from the calculation:
Total charge: -1
HOMO-LUMO gap in eV: 6.05
M in Da: 109.24
E_HOMO in eV: -2.583
Calculated total energy in eV: -24927.1954

CARTESIAN COORDINATES (ANGSTROEM)
H  1.0646  1.0425  -0.1252
C  0.6577  2.1228  -0.4148
H  0.3840  -2.2393  1.1967
H  1.3395  -2.5400  -0.3176
S  -1.7028  0.6991  -0.6290
H  -0.8306  2.3667  1.0448
S  -1.0444  -3.1486  -0.0413
H  -1.4494  3.1406  -0.3409
H  -1.4567  -1.8822  -0.2533
C  0.6793  -2.9582  0.4347
H  1.4445  2.8196  0.0571
H  0.9864  -3.9656  0.8255
C  -0.8015  2.2681  0.0082
H  0.7294  2.2745  -1.4447


No. 5
C14H17ClN2O3 in the gas phase, computed with ωB97M-V/def2-TZVPD.

Values from the calculation:
Total charge: 0
HOMO-LUMO gap in eV: 8.18
M in Da: 296.75
E_HOMO in eV: -8.436
SMILES: CCOc1cc2c(Cl)ncnc2c(OCC)c1OCC
Calculated total energy in eV: -36425.6654

CARTESIAN COORDINATES (ANGSTROEM)
O  -0.0358  1.9701  1.0877
C  4.0162  1.0859  0.4260
C  -2.3113  0.9162  -0.2190
H  1.7608  3.0981  1.3050
H  -2.3157  -1.9996  1.3888
C  1.8876  0.1626  0.3201
C  -0.4982  -0.3057  0.2953
C  1.1571  3.5296  -0.6398
C  -0.1863  -1.7375  0.2749
C  3.5308  -1.2487  -0.0516
H  -2.5255  1.7956  -2.1886
C  -2.2042  -2.6235  0.4593
H  -2.2681  -4.3759  1.3796
C  0.5179  0.7816  0.6164
H  0.2219  3.8153  1.3816
H  1.5778  4.2892  -0.6497
H  -3.9505  -4.1113  0.8301
N  2.7381  1.3680  0.4348
H  -2.6943  -4.5562  -0.5448
H  -2.8659  -2.1069  -0.3332
H  4.8130  1.6154  0.3733
H  -2.1924  0.1058  -2.2059
H  -2.0237  2.1563  0.1844
C  1.1122  -2.1196  0.2643
Cl  4.1654  -2.8239  -0.2731
O  -0.9591  -2.8649  -0.0478
C  2.1744  -1.0012  0.0533
N  4.5401  -0.4052  0.1508
H  1.4361  -3.1525  -0.0935
C  -2.8105  -4.0457  0.6572
H  -3.5459  1.0824  0.0244
H  1.6412  2.7425  -0.9998
C  -2.0268  0.9118  -1.6671
H  -0.9627  1.0658  -1.9827
H  0.1764  3.7385  -1.2151
O  -1.8964  -0.0248  0.6319
C  0.8062  3.2724  0.5726


No. 6
C10H12 in the gas phase, computed with ωB97M-V/def2-TZVPD.

Values from the calculation:
Total charge: 0
HOMO-LUMO gap in eV: 10.02
M in Da: 132.21
E_HOMO in eV: -8.893
SMILES: C1=C[C@@H]2[C@H](C1)[C@@H]1C=C[C@H]2C1
Calculated total energy in eV: -10562.6571

CARTESIAN COORDINATES (ANGSTROEM)
H  1.6553  -0.5540  1.3313
H  0.5200  1.1670  2.2688
C  -0.6713  1.7757  -0.7740
C  -0.0670  1.0548  1.3754
C  0.6339  1.3080  -0.0141
H  -2.5053  0.4188  -0.6585
C  -1.3113  0.6290  1.1476
C  1.6259  -1.0383  0.2992
H  1.4565  2.0234  -0.0296
H  -1.3385  -2.7029  -0.2646
H  -0.9917  2.7402  -0.4167
C  0.9607  -0.0893  -0.6214
C  -0.5395  -1.9387  -0.2022
H  -0.5590  1.9187  -1.8109
C  -1.5074  0.5118  -0.3777
H  1.1160  -3.0048  0.9213
H  -0.6802  -0.6425  -1.9436
H  1.4956  0.0599  -1.5490
H  2.6162  -1.2562  -0.0263
C  0.6551  -2.2113  0.3793
H  -2.0671  0.4209  1.8693
C  -0.4969  -0.5903  -0.9036


No. 7
C6H6O in the gas phase, computed with ωB97M-V/def2-TZVPD.

Values from the calculation:
Total charge: 0
HOMO-LUMO gap in eV: 10.07
M in Da: 94.11
E_HOMO in eV: -9.489
Calculated total energy in eV: -8359.5423

CARTESIAN COORDINATES (ANGSTROEM)
H  -1.5439  -0.4871  -0.6825
C  -0.0161  0.6857  0.2750
C  0.3236  -1.2871  -1.1517
C  1.0342  -2.2276  -1.3633
C  -0.5256  -0.1481  -0.8938
C  -0.9207  0.7154  1.8971
H  1.7756  1.1682  0.6573
H  1.6596  -3.0655  -1.5450
H  -0.5523  0.4990  -1.7781
C  0.0547  -0.0327  1.6119
H  -1.4650  1.2706  2.6352
H  -0.9458  1.5119  0.3601
O  1.1217  1.3973  -0.0222


No. 8
A molecular structure, C4H24FeO13, computed with ωB97M-V/def2-TZVPD.

Values from the calculation:
Total charge: 0
HOMO-LUMO gap (spin up / spin down) in eV: 9.47 / 9.08
M in Da: 336.07
E_HOMO (spin up / spin down) in eV: -9.865 / -9.537
Multiplicity: 5
Calculated total energy in eV: -65545.0047

CARTESIAN COORDINATES (ANGSTROEM)
O  1.6843  1.3389  3.1679
H  -1.6253  4.0959  -2.7843
H  1.5197  2.0461  0.1378
H  -1.0642  -6.1274  -0.1731
C  -0.1180  0.7331  0.1630
H  0.9181  1.3803  2.5719
O  0.0030  -0.2071  -0.6790
H  -1.1248  -0.8996  -3.6421
H  0.3629  2.4210  -1.1678
H  -3.3905  -1.4324  -0.2540
H  -1.4245  -5.4500  -1.7790
C  0.4627  2.1035  -0.1356
O  -0.4854  0.4486  1.3383
C  -0.8619  -4.0105  -0.3690
O  2.9272  -0.4280  -1.0143
O  3.8851  4.0684  0.3420
H  0.2786  -5.6097  -1.1672
O  -0.3453  -2.9982  -0.9187
O  -2.0713  0.9507  4.1504
O  -0.7538  -0.0215  -3.5044
O  -2.4270  3.5609  -2.7855
O  -1.2928  -1.9500  2.8424
H  -2.1789  -2.2457  3.0938
H  2.4357  1.6190  2.6369
H  -3.0241  -0.0752  0.3849
H  2.9618  2.7619  -2.4746
H  -0.3378  -0.0693  -2.6284
C  -0.7598  -5.3979  -0.9184
H  -1.5342  1.7506  4.1884
O  -1.5146  -3.7875  0.7047
H  -0.8734  -1.6455  3.6600
Fe  -0.8461  -1.7057  0.7263
H  -1.9057  0.5889  3.2668
H  3.9825  3.1912  0.7292
H  2.9291  -1.1284  -1.6781
O  -2.8083  -1.0188  0.3996
H  3.2389  4.5202  0.8986
H  -2.3351  2.9796  -2.0238
O  2.7173  1.9464  -2.9264
H  0.0577  2.8093  0.5913
H  1.9944  -0.3690  -0.7330
H  2.7441  1.2631  -2.2375


No. 9
3 unconnected molecules or ions with the total composition C4H5Br2N, computed with ωB97M-V/def2-TZVPD.

Values from the calculation:
Total charge: 0
HOMO-LUMO gap in eV: 10.24
M in Da: 226.90
E_HOMO in eV: -10.097
SMILES: N#CBr.C#CC.Br
Calculated total energy in eV: -145800.7387

CARTESIAN COORDINATES (ANGSTROEM)
C  -0.9860  -0.8152  0.4105
H  -1.6973  2.0748  -0.9888
H  1.4775  1.3845  -1.1751
H  -0.5078  -1.7361  0.7231
H  -1.6656  -0.5809  1.3117
C  0.6184  0.8324  -0.8302
C  -0.1305  0.1732  -0.1970
H  -1.7093  -1.2099  -0.3284
Br  -2.7005  2.1478  0.0445
Br  5.3351  1.3779  0.1485
N  4.0520  -1.1295  -0.6131
C  4.5238  -0.0991  -0.4481


No. 10
C2H6Se2 in the gas phase, computed with ωB97M-V/def2-TZVPD.

Values from the calculation:
Total charge: 0
HOMO-LUMO gap in eV: 9.25
M in Da: 187.99
E_HOMO in eV: -8.549
SMILES: [SeH]CC[SeH]
Calculated total energy in eV: -132861.6637

CARTESIAN COORDINATES (ANGSTROEM)
H  1.8915  -1.3767  0.3116
Se  1.7899  -0.0263  -0.2621
H  -0.4188  -1.2963  1.5072
H  -0.9599  -0.3783  -1.2920
C  -0.7692  -0.2428  1.3909
C  0.8596  0.6790  1.2458
H  0.5879  1.6926  0.9025
Se  -1.8539  -0.1245  -0.2133
H  -1.6073  0.1270  1.9827
H  1.4805  0.5328  2.1112


No. 11
5 unconnected molecules or ions with the total composition H10O5, computed with ωB97M-V/def2-TZVPD.

Values from the calculation:
Total charge: 0
HOMO-LUMO gap in eV: 10.83
M in Da: 90.07
E_HOMO in eV: -10.624
SMILES: O.O.O.O.O
Calculated total energy in eV: -10399.4815

CARTESIAN COORDINATES (ANGSTROEM)
O  -16.8790  15.5840  -12.8440
H  -14.1620  16.5870  -12.9770
H  -18.4510  12.7460  -13.5790
H  -19.5090  11.6850  -13.0600
H  -16.5930  15.8410  -13.6910
H  -14.0950  14.9700  -15.2250
O  -16.4770  16.1280  -9.8010
H  -16.0180  16.8030  -9.2600
O  -19.1320  12.5410  -12.9190
H  -17.8290  15.5690  -12.8630
H  -16.1580  16.4060  -10.6730
O  -14.1450  16.9710  -12.0800
H  -13.5700  16.4400  -11.5480
H  -13.4700  14.8730  -13.9670
O  -13.8150  15.5440  -14.5440


No. 12
A molecular structure, C49H47BrFN9OPSiTi, computed with ωB97M-V/def2-TZVPD.

Values from the calculation:
Total charge: 0
HOMO-LUMO gap (spin up / spin down) in eV: 7.13 / 7.18
M in Da: 983.81
E_HOMO (spin up / spin down) in eV: -6.883 / -7.011
Multiplicity: 2
Calculated total energy in eV: -180080.6811

CARTESIAN COORDINATES (ANGSTROEM)
H  -2.3218  2.0818  -0.5794
C  -4.5339  2.5110  2.4619
C  -1.5177  -2.9345  -3.5418
H  4.7618  -1.2595  2.1486
H  -1.8575  4.0205  1.7955
C  0.7200  -0.8975  3.8000
H  2.3115  4.2678  -5.0900
C  3.7041  -1.0448  -1.0573
C  -0.0137  -4.2581  -2.2096
H  1.7219  4.3136  3.2825
F  0.4675  -1.2704  2.4996
C  -2.1412  -3.1630  3.6765
C  -2.8497  -0.5314  3.5718
C  -0.7878  3.8201  1.8547
C  4.4895  -0.8291  0.0643
C  1.2051  -0.1287  6.3344
O  -1.5999  -0.1002  -0.5673
C  -4.7888  3.2951  1.3617
N  -0.5971  2.7205  -1.9237
H  0.5098  -8.4786  0.4868
C  -2.1694  1.9251  -3.6791
H  -2.1675  -1.1038  -2.6340
H  -1.7250  2.5786  5.4446
C  1.5191  -5.2506  0.1484
C  2.4435  -7.8639  -0.2112
C  -1.5133  3.4091  4.7681
N  -0.6011  3.8923  -3.7937
H  -5.1342  2.5912  3.3589
H  3.9438  -0.5543  -1.9917
C  1.5951  -1.3998  5.9376
H  0.9208  3.8593  -0.9307
N  -2.2839  -1.0790  2.4961
N  -3.3055  0.7700  3.5163
H  4.2658  1.5181  -7.7466
C  -0.0720  -3.3326  -1.1715
H  -3.7704  1.0885  4.3519
C  0.3379  4.4729  -2.9591
H  -0.4561  5.2492  -5.3315
H  -1.4911  -2.7830  1.6699
H  2.7738  -2.7109  2.2917
H  -2.7970  -3.1235  5.7307
H  -1.9190  4.2402  -5.3763
Br  1.5500  1.1313  0.4509
P  0.8017  -3.5746  0.4333
C  -0.7294  -4.0656  -3.3820
H  4.2746  -6.9556  -0.8578
C  2.5962  -1.8769  -0.9835
N  -0.3487  1.1500  3.1725
H  4.3639  3.2684  -6.0291
C  -0.8553  -2.1781  -1.3396
C  -4.0118  3.1215  0.2220
H  0.5934  -5.1462  -2.1011
H  -0.4674  3.2988  0.9525
N  -1.0633  2.5410  -6.8681
C  1.0448  3.0357  -6.3588
C  3.2691  -6.7855  -0.4944
H  -0.2953  -6.1696  0.8270
C  -3.4995  1.5711  2.4058
H  -3.0827  2.4653  -3.9387
H  -0.6679  -4.8017  -4.1736
C  4.1629  -1.4415  1.2656
Ti  -0.7381  0.2686  1.2848
C  -3.0359  -1.2383  4.7651
H  -5.5862  4.0263  1.3842
C  0.3172  3.7434  -1.8150
H  -0.2815  4.7889  1.8718
H  2.0838  0.6887  -8.6040
C  3.0495  -2.2614  1.3433
H  -1.8445  -4.2016  3.6732
C  -0.8509  4.2471  -5.1649
C  0.2855  0.3903  4.1301
H  1.6301  -2.7621  4.2416
H  2.0909  -2.0701  6.6254
C  -0.9065  -1.1107  -0.3154
C  -1.5721  -1.9997  -2.5267
C  -2.9935  2.1961  0.2592
C  0.9786  2.0334  -7.3275
C  2.2598  3.5110  -5.8597
C  -1.9602  -2.3846  2.5598
C  -1.1306  2.8294  -3.1124
H  -3.4615  -0.7435  5.6285
C  1.3452  -1.7909  4.6257
Si  -0.3004  2.8812  3.4034
H  5.3448  -0.1683  0.0079
H  -2.4612  3.7450  4.3388
H  1.9861  -2.0328  -1.8646
C  2.8099  -5.4868  -0.3201
H  -4.1711  3.7149  -0.6667
N  -0.3498  1.7767  -7.5980
C  3.3968  2.9406  -6.3862
H  1.4020  0.1949  7.3491
C  1.1572  -7.6412  0.2595
H  2.8026  -8.8754  -0.3505
C  -2.6697  -2.5609  4.8154
C  2.1408  1.4643  -7.8529
H  0.9039  5.3390  -3.2570
C  1.4481  3.4220  3.8499
H  1.5739  3.6489  4.9099
H  -2.0767  -2.7826  -4.4562
H  -1.8143  1.4214  -4.5795
H  -1.1156  4.2341  5.3641
N  -2.7162  1.4362  1.3349
H  -2.3998  1.1744  -2.9272
C  0.7063  -6.3438  0.4473
H  2.1543  2.6339  3.5808
H  0.2905  1.7270  5.8229
C  3.3402  1.9327  -7.3706
C  2.2636  -2.4953  0.2165
H  3.4561  -4.6503  -0.5527
N  -0.2628  3.3279  -6.1101
C  0.5696  0.7463  5.4638


Q: Which of these has the lowest calculated total energy?
A: C49H47BrFN9OPSiTi


Repeat the first record exactly.
C3H4FN3 in the gas phase, computed with ωB97M-V/def2-TZVPD.

Values from the calculation:
Total charge: 0
HOMO-LUMO gap in eV: 9.02
M in Da: 101.08
E_HOMO in eV: -8.650
Calculated total energy in eV: -10357.1038

CARTESIAN COORDINATES (ANGSTROEM)
H  -0.9500  1.3945  0.6463
F  1.8340  1.8771  1.1995
C  -0.3429  0.8174  1.3844
H  -0.7979  0.6778  2.4218
C  0.6802  -1.5864  1.0048
N  1.1427  0.6788  1.5529
H  0.1202  0.0962  -0.4254
C  0.5612  -0.1809  0.5685
N  -0.0559  -2.0286  2.0057
N  -0.9604  -2.0939  2.6616
H  1.2045  -2.2448  0.2861